Computed, not measured: one molecule with the formula C3H2S in a non-equilibrium geometry, with the ωB97M-V functional and the def2-TZVPD basis.

CARTESIAN COORDINATES (ANGSTROEM)
C 0.983 -0.057 0.208
C -0.353 0.167 -0.137
C -1.511 0.021 -0.425
H 1.215 -0.945 0.905
H -2.555 -0.102 -0.556
S 2.221 0.918 0.007

The LUMO energy comes out at -0.967 eV. The value obtained for the energy above the lowest of the compared OMol25 structures with the same formula, charge and spin is 5.93 kcal/mol. Its calculated total energy is -13975.52883 eV. Its structure (SMILES) is C#CC=S. The spin multiplicity is 1. The calculation puts the highest occupied orbital energy at -9.0 eV. For the frontier orbital gap, the calculation gives 8.07 eV.

Results of the Mulliken charge analysis, in e, for atoms 1 through 4:
1 C -0.463
2 C -0.045
3 C 0.050
4 H 0.262